{
  "formula": "C5H8N2O",
  "method": "ωB97M-V with the def2-TZVPD basis set",
  "e_homo_ev": -8.45,
  "relative_energy_kcal_mol": 104.1,
  "lumo_energy_ha": 0.0297,
  "e_tot_ha": -379.9223,
  "symbols": ["C", "C", "C", "C", "C", "H", "H", "H", "H", "H", "H", "H", "H", "N", "N", "O"],
  "xyz": [[0.14, 0.69, -0.11], [-1.34, 0.42, -0.52], [-1.33, -0.95, 0.31], [0.18, -0.85, -0.01], [1.61, 0.69, -0.70], [-0.17, 2.26, 0.93], [-1.45, 0.10, -1.61], [-2.07, 1.19, -0.25], [-1.93, -1.73, -0.17], [-1.59, -0.79, 1.36], [0.16, -1.23, -1.08], [1.68, -1.51, 1.38], [2.12, 1.66, -1.02], [1.49, -1.16, 0.45], [2.32, -0.15, -0.02], [0.19, 1.37, 1.07]]
}